# 1
The following is a quantum chemistry calculation of a molecular structure, C48H41N6OPPt in a non-equilibrium geometry, from OMol25.

Geometry as ORCA input:
```
! RIJCOSX wB97M-V def2-TZVPD def2/J DEFGRID3
* xyz 2 3
Pt -0.061 -0.662 -1.188
C -2.660 0.155 3.739
N -2.455 -0.392 2.424
C -1.413 -0.145 1.597
N -1.576 -0.810 0.460
C -2.759 -1.475 0.531
C -3.314 -1.230 1.778
C -4.563 -1.701 2.373
C -4.538 -2.487 3.522
C -5.723 -2.911 4.093
C -6.934 -2.543 3.528
C -6.962 -1.771 2.377
C -5.781 -1.358 1.790
C -3.330 -2.186 -0.601
C -4.247 -3.224 -0.442
C -4.832 -3.806 -1.551
C -4.501 -3.377 -2.826
C -3.569 -2.363 -2.996
C -3.002 -1.757 -1.889
P -0.038 0.984 2.025
C -0.055 1.973 0.481
N -0.116 1.488 -0.753
C -0.032 2.523 -1.627
C 0.076 3.695 -0.886
N 0.048 3.322 0.429
C 0.126 4.229 1.543
C 0.233 5.091 -1.297
C 1.317 5.488 -2.080
C 1.476 6.821 -2.409
C 0.562 7.766 -1.971
C -0.529 7.372 -1.214
C -0.692 6.043 -0.874
C -0.061 2.315 -3.065
C 0.237 1.060 -3.602
C 0.275 0.866 -4.968
C 0.010 1.927 -5.824
C -0.317 3.169 -5.303
C -0.358 3.363 -3.937
C 1.318 -0.150 1.545
N 1.606 -0.634 0.341
C 2.776 -1.322 0.439
C 3.194 -1.275 1.766
N 2.271 -0.522 2.429
C 2.247 -0.227 3.838
C 4.367 -1.851 2.425
C 5.297 -0.997 3.017
C 6.424 -1.513 3.630
C 6.625 -2.884 3.668
C 5.697 -3.740 3.094
C 4.576 -3.230 2.465
C 3.462 -1.873 -0.720
C 4.837 -2.112 -0.693
C 5.480 -2.611 -1.808
C 4.764 -2.891 -2.961
C 3.402 -2.636 -3.007
C 2.761 -2.117 -1.899
H -2.286 1.177 3.777
H -2.148 -0.442 4.496
H -3.727 0.152 3.962
H -3.593 -2.782 3.954
H -5.702 -3.522 4.981
H -7.857 -2.870 3.978
H -7.905 -1.486 1.938
H -5.789 -0.765 0.888
H -4.510 -3.559 0.547
H -5.557 -4.591 -1.419
H -4.970 -3.825 -3.686
H -3.312 -2.026 -3.989
H -2.329 -0.897 -2.014
H 0.775 5.066 1.284
H 0.527 3.710 2.412
H -0.858 4.628 1.793
H 2.027 4.752 -2.424
H 2.321 7.126 -3.006
H 0.697 8.806 -2.221
H -1.251 8.100 -0.880
H -1.555 5.735 -0.303
H 0.502 0.213 -2.921
H 0.530 -0.100 -5.375
H 0.059 1.784 -6.891
H -0.534 3.993 -5.965
H -0.626 4.328 -3.539
H 3.027 -0.792 4.345
H 1.279 -0.503 4.257
H 2.417 0.837 4.007
H 5.142 0.071 2.969
H 7.150 -0.842 4.062
H 7.513 -3.280 4.133
H 5.860 -4.806 3.128
H 3.858 -3.897 2.013
H 5.402 -1.885 0.195
H 6.544 -2.779 -1.777
H 5.267 -3.299 -3.822
H 2.844 -2.851 -3.906
H 1.686 -1.902 -1.935
O -0.399 -2.939 -2.078
H -1.246 -3.088 -2.524
H -0.318 -3.619 -1.400
*
```

Properties
- gap between HOMO and LUMO (spin up / spin down) (eV) = 7.89 / 5.83
- highest occupied orbital energy (spin up / spin down) (eV) = -12.679 / -12.678
- ⟨S²⟩ = 2.005
- F_max (eV/A) = 2.0

=====

# 2
The following is a quantum chemistry calculation of a molecular structure, C14H12MgN2O4Se in a non-equilibrium geometry, from OMol25.

Geometry as ORCA input:
```
! RIJCOSX wB97M-V def2-TZVPD def2/J DEFGRID3
* xyz 2 1
Mg -1.501 0.199 -0.217
C 1.616 -0.461 0.233
O 2.403 -0.991 0.875
C -0.510 -1.624 0.892
O -0.126 -2.572 1.416
C -0.673 -1.292 -1.840
O -0.101 -2.028 -2.508
C -0.695 0.958 1.871
O -0.156 1.197 2.858
C -3.696 0.514 -0.449
H -3.967 1.429 0.102
H -3.922 0.546 -1.526
C -3.468 -0.675 0.202
H -3.489 -1.639 -0.328
H -3.539 -0.764 1.296
C 2.043 1.357 -3.243
N 2.201 2.325 -2.167
C 1.208 2.701 -1.300
Se -0.611 2.398 -1.510
N 1.839 3.416 -0.314
C 3.220 3.458 -0.529
C 4.261 3.810 0.320
C 5.555 3.455 -0.083
C 5.783 2.735 -1.272
C 4.722 2.368 -2.110
C 3.450 2.771 -1.712
H 2.846 1.511 -3.968
H 1.066 1.500 -3.714
H 2.111 0.330 -2.862
H 1.364 3.782 0.506
H 4.033 4.350 1.241
H 6.412 3.751 0.526
H 6.805 2.463 -1.543
H 4.825 1.791 -3.029
*
```

Properties
- gap between HOMO and LUMO (eV) = 6.38
- relative energy (zero: lowest compared OMol25 entry of this formula, charge and spin) (eV) = 0.000
- highest occupied orbital energy (eV) = -14.489
- F_max (eV/A) = 4.9

=====

# 3
The following is a quantum chemistry calculation of C4H9NO in the gas phase, from OMol25.

Geometry as ORCA input:
```
! RIJCOSX wB97M-V def2-TZVPD def2/J DEFGRID3
* xyz 0 1
H -0.636 1.587 -1.569
N -1.099 0.924 -0.972
C -0.334 0.406 -0.103
C 1.156 0.711 0.065
C 2.136 -0.469 0.043
O -0.910 -0.464 0.753
C -2.301 -0.716 0.426
H 1.320 1.295 0.981
H 1.401 1.379 -0.770
H 2.025 -1.068 -0.867
H 3.166 -0.088 0.063
H 2.001 -1.125 0.908
H -2.341 -1.440 -0.396
H -2.732 -1.096 1.348
H -2.858 0.164 0.081
*
```

Properties
- gap between HOMO and LUMO (eV) = 10.94
- relative energy (zero: lowest compared OMol25 entry of this formula, charge and spin) (eV) = 1.277
- highest occupied orbital energy (eV) = -9.909
- structure (SMILES) = [H]/N=C(\CC)OC
- F_max (eV/A) = 0.6

=====

Q: F_max of number 2 (C14H12MgN2O4Se)?
A: 4.9 eV/A